The following is a DFT calculation (the ωB97M-V functional and the def2-TZVPD basis) of C30H55Br2Cl18INO4P as an isolated structure at a distorted geometry.

## Properties
charge = 0
gap between HOMO and LUMO = 8.2 eV
maximum force = 8.70 eV Å⁻¹
LUMO energy = -0.685 eV
molar mass = 1449.61 g/mol
HOMO level = -8.848 eV

Last column: Löwdin charge in e.
Element x y z (Å)
C -5.730 -2.727 -3.560  -0.11
C -4.877 -1.465 -3.910  -0.32
C -3.357 -1.759 -4.007  -0.24
C -2.480 -0.447 -4.037  -0.24
C -2.735 0.490 -2.828  -0.22
C -1.841 1.778 -2.856  -0.19
C -2.106 2.655 -1.576  -0.18
C -0.936 2.709 -0.530  -0.13
C -0.587 1.363 0.110  -0.39
N -1.651 0.489 0.639  0.10
C -0.887 -0.541 1.372  -0.51
O -1.056 -1.641 1.277  0.20
C 0.064 0.325 2.260  -0.29
C 1.094 -0.302 3.246  -0.25
C 1.513 -1.769 2.977  -0.22
P 3.131 -2.240 3.739  0.55
O 3.303 -3.670 3.452  -0.29
O 4.423 -1.487 3.077  -0.20
C 4.502 -0.091 3.386  -0.30
C 5.935 0.337 3.881  -0.05
O 3.001 -2.099 5.371  -0.20
C 4.257 -1.952 6.038  -0.28
C 5.288 -3.060 5.726  -0.12
C 0.597 1.282 1.153  -0.56
I 2.062 0.035 0.039  1.04
C 1.417 2.569 1.531  -0.66
Br 3.197 2.814 0.719  0.58
C 1.011 3.531 2.326  -0.74
C -0.350 3.414 3.017  -0.10
Br 2.126 5.073 2.654  0.70
H -6.789 -2.489 -3.762  0.07
H -5.666 -2.900 -2.477  0.07
H -5.473 -3.608 -4.160  0.07
H -5.125 -0.715 -3.140  0.09
H -5.275 -1.084 -4.876  0.01
H -3.190 -2.302 -4.955  0.10
H -2.999 -2.453 -3.203  0.05
H -1.441 -0.801 -3.959  0.05
H -2.660 0.036 -5.009  0.07
H -3.775 0.854 -2.869  0.08
H -2.610 -0.092 -1.904  0.11
H -0.780 1.560 -3.048  0.11
H -2.231 2.353 -3.711  0.06
H -3.008 2.223 -1.112  0.10
H -2.318 3.667 -1.955  0.10
H -0.075 3.082 -1.112  0.13
H -1.195 3.493 0.201  0.10
H -0.239 0.773 -0.753  0.05
H -2.134 1.089 1.303  0.12
H -0.667 0.789 2.949  0.08
H 0.624 -0.303 4.257  0.01
H 1.934 0.408 3.318  0.09
H 0.768 -2.407 3.485  0.09
H 1.508 -2.085 1.931  0.04
H 3.791 0.186 4.188  0.10
H 4.274 0.537 2.513  0.06
H 5.857 0.690 4.920  0.07
H 6.549 -0.575 3.884  0.08
H 6.353 1.091 3.210  0.07
H 4.724 -0.962 5.908  0.09
H 4.037 -2.021 7.116  0.08
H 4.732 -3.996 5.550  0.07
H 6.005 -3.258 6.526  0.05
H 5.825 -2.864 4.783  0.06
H -0.302 2.511 3.638  0.00
H -1.198 3.335 2.330  0.08
H -0.449 4.239 3.736  0.08
C -4.355 2.598 -6.036  -0.98
Cl -4.435 3.711 -4.660  0.54
Cl -5.057 1.027 -5.631  0.64
H -4.901 3.024 -6.860  -0.06
H -3.316 2.458 -6.314  0.03
C -2.024 0.002 5.751  -0.93
Cl -2.030 -1.259 4.513  0.62
Cl -0.579 1.026 5.634  0.63
H -2.903 0.623 5.623  0.03
H -2.041 -0.465 6.728  0.03
C -5.852 6.676 -6.259  -1.00
Cl -5.911 5.238 -7.284  0.55
Cl -7.403 7.524 -6.253  0.54
H -5.612 6.376 -5.246  0.00
H -5.088 7.345 -6.637  0.03
C 0.370 -3.655 -3.957  -1.00
Cl -0.643 -2.934 -2.703  0.59
Cl -0.601 -4.531 -5.147  0.52
H 0.917 -2.866 -4.463  0.03
H 1.063 -4.345 -3.492  -0.03
C 2.944 -4.976 8.578  -1.00
Cl 4.578 -4.324 8.740  0.55
Cl 1.725 -3.704 8.737  0.51
H 2.846 -5.436 7.601  0.03
H 2.783 -5.715 9.353  0.02
C 7.778 -5.114 3.060  -1.02
Cl 9.115 -4.006 2.723  0.49
Cl 7.844 -5.720 4.719  0.50
H 6.840 -4.588 2.917  0.02
H 7.838 -5.954 2.378  0.02
C -8.241 7.326 -9.891  -1.05
Cl -8.302 5.885 -10.914  0.50
Cl -9.791 8.176 -9.884  0.50
H -8.001 7.027 -8.877  -0.05
H -7.476 7.994 -10.270  0.03
C 5.013 3.583 -2.642  -1.04
Cl 4.338 2.899 -4.125  0.50
Cl 4.790 5.334 -2.579  0.50
H 4.512 3.136 -1.792  -0.05
H 6.074 3.362 -2.605  0.03
C 1.480 -6.773 -0.082  -1.01
Cl 2.145 -8.396 0.146  0.50
Cl 1.055 -6.485 -1.774  0.53
H 0.588 -6.671 0.525  0.03
H 2.218 -6.047 0.225  0.02



The following is a DFT calculation (the ωB97M-V functional and the def2-TZVPD basis) of a 11-piece molecular cluster, H22N2O12 overall at a distorted geometry.

## Properties
charge = 0
gap between HOMO and LUMO = 8.5 eV
maximum force = 12.65 eV Å⁻¹
LUMO energy = -0.229 eV
molar mass = 242.18 g/mol
energy above the lowest of the compared OMol25 structures with the same formula, charge and spin = 0.00 kJ/mol
HOMO level = -8.699 eV

Last column: natural (NBO) charge in e.
Element x y z (Å)
N 15.167 -21.429 40.604  -0.91
H 15.272 -20.813 39.847  0.46
H 14.202 -21.459 41.093  0.48
H 15.790 -21.056 41.424  0.48
H 15.646 -22.304 40.296  0.46
N 17.586 -23.821 43.228  0.70
O 17.704 -24.994 42.691  -0.53
O 17.887 -22.886 42.342  -0.62
O 16.895 -23.495 44.199  -0.49
O 17.550 -19.345 40.082  -0.99
H 18.179 -20.030 39.849  0.49
H 17.950 -19.098 40.926  0.49
O 12.960 -19.224 41.800  -0.92
H 12.496 -18.714 41.228  0.46
H 13.303 -18.591 42.326  0.46
O 16.828 -24.681 39.852  -0.93
H 16.828 -24.949 40.728  0.49
H 15.974 -24.885 39.675  0.45
O 15.134 -21.159 43.742  -0.95
H 14.364 -21.301 43.974  0.44
H 15.640 -21.954 43.826  0.50
O 17.443 -18.680 42.823  -0.94
H 16.571 -18.841 43.159  0.48
H 17.752 -17.932 43.292  0.47
O 16.360 -22.029 37.929  -0.96
H 16.908 -22.126 38.709  0.49
H 16.163 -22.897 37.667  0.47
O 12.989 -23.527 41.887  -0.94
H 13.375 -23.635 42.753  0.47
H 12.285 -24.112 41.988  0.47
O 18.765 -22.189 40.063  -1.03
H 18.536 -22.792 40.840  0.52
H 19.554 -22.468 39.682  0.47
O 13.467 -20.053 38.269  -0.97
H 14.078 -19.466 37.687  0.50
H 12.581 -19.584 38.410  0.48



The following is a DFT calculation (the ωB97M-V functional and the def2-TZVPD basis) of a 2-piece molecular cluster, C29H40ClFN4 overall at a distorted geometry.

## Properties
charge = +2
gap between HOMO and LUMO = 8.6 eV
maximum force = 1.86 eV Å⁻¹
LUMO energy = -4.995 eV
molar mass = 499.12 g/mol
HOMO level = -13.603 eV

Last column: Löwdin charge in e.
Element x y z (Å)
C 6.220 -1.417 -4.712  -0.03
C 5.234 -0.662 -3.853  -0.24
C 4.629 0.502 -4.323  0.01
C 3.702 1.212 -3.546  -0.19
C 3.177 2.482 -4.127  -0.04
C 3.326 0.708 -2.276  -0.10
N 2.521 1.550 -1.414  0.08
C 1.439 1.283 -0.638  -0.11
C 0.822 -0.045 -0.477  -0.11
N 1.312 2.316 0.253  0.05
C 0.627 2.207 1.502  -0.14
C 1.348 1.805 2.646  -0.18
C 2.844 1.830 2.691  -0.01
C 0.622 1.250 3.707  0.02
C -0.769 1.154 3.666  -0.25
C -1.501 0.509 4.810  -0.04
C -1.457 1.667 2.559  -0.01
C -0.769 2.119 1.432  -0.19
C -1.455 2.391 0.129  -0.02
C 2.274 3.268 -0.034  0.01
C 2.983 2.829 -1.076  0.02
C 4.036 -0.393 -1.743  -0.19
C 3.904 -0.787 -0.306  -0.03
C 4.942 -1.085 -2.557  0.01
H 6.491 -2.373 -4.246  0.08
H 5.786 -1.620 -5.701  0.09
H 7.143 -0.839 -4.870  0.10
H 4.888 0.859 -5.318  0.14
H 2.388 2.936 -3.523  0.07
H 3.990 3.215 -4.253  0.11
H 2.778 2.289 -5.132  0.10
H 0.776 -0.095 0.645  0.16
H 1.610 -0.648 -1.003  0.12
H 3.157 1.609 3.720  0.10
H 3.317 1.071 2.042  0.08
H 3.233 2.820 2.416  0.09
H 1.161 0.886 4.585  0.14
H -2.576 0.423 4.602  0.07
H -1.103 -0.498 5.006  0.09
H -1.378 1.093 5.734  0.10
H -2.548 1.684 2.543  0.12
H -2.541 2.387 0.267  0.08
H -1.152 3.365 -0.283  0.10
H -1.225 1.625 -0.626  0.07
H 2.394 4.177 0.542  0.16
H 3.832 3.275 -1.572  0.15
H 4.492 -1.695 -0.146  0.10
H 4.271 -0.007 0.378  0.09
H 2.870 -1.029 -0.040  0.05
H 5.439 -1.959 -2.147  0.12
Cl -6.844 -3.949 2.111  0.70
C -6.635 -2.663 0.902  -0.49
N -5.203 -2.284 0.743  -0.27
C -4.606 -1.731 2.052  -0.06
C -3.162 -1.339 1.795  -0.16
N -2.847 -1.540 0.411  -0.17
F -0.348 -0.380 -1.108  0.00
C -3.709 -0.743 -0.484  -0.12
C -5.157 -1.174 -0.306  -0.07
C -2.923 -2.954 0.043  -0.13
C -4.342 -3.454 0.223  -0.06
H -6.989 -3.017 -0.079  0.11
H -7.171 -1.759 1.232  0.11
H -5.193 -0.836 2.327  0.15
H -4.683 -2.523 2.816  0.12
H -2.988 -0.270 2.017  0.10
H -2.457 -1.961 2.369  0.14
H -3.571 0.325 -0.231  0.12
H -3.368 -0.930 -1.518  0.14
H -5.566 -1.582 -1.243  0.15
H -5.762 -0.336 0.068  0.14
H -2.595 -3.029 -1.010  0.14
H -2.218 -3.480 0.708  0.14
H -4.398 -4.256 0.971  0.12
H -4.769 -3.776 -0.739  0.15